A cluster of 6 separate species, C32H60ClO18P in total at a distorted geometry. Source: the Open Molecules 2025 dataset; level of theory: wB97M-V/def2-TZVPD.

The geometry in XYZ format:
```
112
Properties=species:S:1:pos:R:3:forces:R:3:lowdin_charge:R:1
C 7.04398 4.38048 0.97096 -0.59 -0.24 -0.69 0.020
C 6.86090 4.42403 -0.53400 2.27 0.70 -1.78 -0.468
O 7.78849 4.76321 -1.27770 -2.31 -0.54 1.80 0.081
O 5.64379 4.11322 -1.06683 0.61 -0.18 0.53 -0.021
C 5.19728 2.76282 -0.79014 -0.95 0.02 -0.22 -0.159
C 3.68392 2.79859 -0.65860 0.18 0.93 0.05 -0.204
C 3.21440 3.25911 0.72867 0.60 -0.30 0.15 -0.195
C 2.54521 2.14788 1.54823 -0.13 0.13 -0.41 -0.156
C 1.07424 1.84395 1.21799 0.46 -0.25 0.41 -0.097
C 0.12960 2.94476 1.55749 -3.06 -0.29 2.13 -0.394
O -0.82547 2.80646 2.33876 2.56 0.39 -1.97 0.109
O 0.34029 4.21282 1.02983 0.02 -0.69 -0.27 -0.096
C -0.17694 4.46218 -0.25404 0.31 0.59 0.25 -0.822
Cl 0.79382 3.62553 -1.53434 -0.58 -0.13 -0.09 0.791
C -1.69712 4.21274 -0.38714 0.14 -0.56 -0.55 -0.174
C -2.19236 3.17503 -1.40023 -0.74 -0.15 0.35 -0.195
O -1.88632 1.79698 -1.03403 0.97 0.23 -0.75 -0.045
C -1.45253 1.03277 -2.08297 1.72 -1.83 0.53 -0.323
O -0.63097 0.12586 -1.98302 -2.13 2.19 0.19 0.063
P 0.09110 6.34068 -0.59299 -1.20 0.62 -0.80 0.874
O 0.19704 6.92449 0.93881 0.64 -0.23 -0.78 -0.253
O 1.56389 6.46352 -1.27808 -0.04 0.01 0.99 -0.298
H 7.60906 5.25856 1.25455 0.10 0.04 0.13 0.091
H 6.07475 4.34596 1.45689 0.02 0.10 0.24 0.065
H 7.59823 3.48105 1.22323 0.16 -0.02 0.11 0.095
H 5.65285 2.37558 0.11911 0.24 -0.10 -0.03 0.124
H 5.44326 2.15547 -1.65669 0.43 -0.11 0.03 0.131
H 3.35532 3.53007 -1.39676 0.03 -0.15 -0.15 0.067
H 3.23903 1.85994 -0.94375 -0.08 -0.52 -0.06 0.112
H 4.12016 3.54319 1.26658 -0.05 0.17 0.19 0.089
H 2.61644 4.16250 0.64816 -0.18 -0.10 0.16 0.079
H 2.63967 2.31096 2.62188 -0.02 0.22 0.03 0.119
H 3.08441 1.22338 1.33907 0.10 -0.08 0.08 0.121
H 0.96208 1.49777 0.19322 -0.11 0.26 -0.23 0.103
H 0.77878 1.00889 1.84591 -0.20 -0.09 0.01 0.131
H -2.12913 5.15573 -0.73028 -0.10 0.03 -0.07 0.088
H -2.14882 4.01960 0.57980 0.24 -0.13 0.27 0.121
H -3.28122 3.24841 -1.42503 -0.04 0.06 0.08 0.127
H -1.85462 3.41140 -2.40429 0.34 -0.13 -0.08 0.104
H -1.92678 1.26159 -3.04847 0.00 0.25 0.08 0.147
H 1.11467 6.87844 1.23458 -0.03 -0.04 0.56 0.058
H 2.29938 6.16318 -0.72537 0.23 -0.17 -0.20 0.053
C 0.16545 -3.93723 -4.73990 -0.07 0.13 0.10 -0.060
C 1.51397 -4.31980 -4.16641 -0.20 -0.02 -0.11 -0.235
O 2.05147 -3.28987 -3.32823 0.38 -0.04 -0.39 0.000
C 1.71828 -3.14457 -2.03758 -0.53 -0.11 0.10 -0.541
C 0.55499 -3.93424 -1.49315 0.13 -0.46 0.12 0.016
O 2.31437 -2.34942 -1.37080 0.31 0.26 0.20 0.099
H -0.57940 -3.78916 -3.95866 -0.02 -0.10 0.00 0.069
H -0.19605 -4.71402 -5.41351 0.01 -0.01 -0.01 0.082
H 0.24519 -3.00039 -5.29151 0.05 -0.03 -0.05 0.082
H 1.48271 -5.27097 -3.63339 -0.03 0.02 0.04 0.112
H 2.23596 -4.43694 -4.97260 0.10 0.09 0.06 0.120
H -0.33747 -3.30998 -1.51648 0.01 0.01 0.00 0.099
H 0.77265 -4.21001 -0.46372 -0.02 0.24 0.06 0.089
H 0.36139 -4.85868 -2.03072 -0.15 0.09 -0.08 0.065
C -2.71697 2.81558 5.38393 -0.05 -0.01 0.17 -0.064
C -3.35503 1.77813 4.48520 0.11 0.28 -0.05 -0.235
O -3.45475 0.50563 5.13348 0.05 -0.20 -0.22 0.005
C -4.46232 0.18961 5.96253 -0.05 0.21 0.24 -0.537
C -5.40469 1.27250 6.43814 -0.26 0.09 -0.37 0.007
O -4.56107 -0.93756 6.35981 0.01 -0.20 -0.02 0.102
H -3.30868 2.99107 6.28314 -0.05 0.05 -0.04 0.065
H -2.60650 3.76104 4.85338 0.04 -0.02 -0.04 0.081
H -1.73319 2.47624 5.70714 0.04 0.01 -0.09 0.085
H -4.33043 2.09348 4.11022 -0.02 0.00 0.07 0.113
H -2.72195 1.61963 3.61513 0.02 -0.16 0.04 0.105
H -5.07304 1.61934 7.41555 0.00 -0.01 0.01 0.095
H -6.39780 0.84047 6.53329 0.06 -0.11 0.17 0.088
H -5.48608 2.12230 5.76567 0.11 0.06 0.09 0.065
C 8.68219 4.63761 -4.24890 0.25 -0.11 -0.35 -0.066
C 7.29973 4.77797 -4.84500 0.16 -0.09 0.19 -0.229
O 7.33594 5.27804 -6.18909 -0.25 0.23 0.06 0.001
C 7.54026 4.49715 -7.26125 0.26 -0.19 -0.02 -0.537
C 7.99133 3.06713 -7.06541 -0.39 -0.21 0.14 0.008
O 7.41931 4.96736 -8.35846 -0.05 0.10 -0.07 0.101
H 9.29180 3.92148 -4.80348 -0.06 -0.02 -0.02 0.069
H 8.61266 4.30843 -3.21982 -0.01 0.03 0.06 0.044
H 9.20517 5.59391 -4.27980 -0.06 0.04 0.06 0.089
H 6.73159 3.84725 -4.79923 0.03 -0.02 -0.04 0.113
H 6.73440 5.51536 -4.27911 -0.04 0.07 -0.10 0.122
H 9.07436 3.02531 -7.16947 0.01 0.01 -0.01 0.095
H 7.53585 2.45878 -7.84296 0.12 0.09 -0.14 0.089
H 7.70683 2.63517 -6.10926 0.14 0.06 0.05 0.065
C -2.22016 -6.63692 1.43597 0.12 -0.10 -0.14 -0.054
C -3.51223 -6.19774 0.78072 0.43 -0.23 -0.12 -0.237
O -3.29490 -5.77446 -0.57908 -0.15 0.34 -0.05 0.003
C -3.22990 -6.60744 -1.62084 0.26 -0.34 0.00 -0.545
C -3.12960 -8.09622 -1.37342 -0.47 -0.12 0.12 0.009
O -3.18445 -6.16080 -2.73672 0.00 0.15 -0.04 0.088
H -1.77743 -7.49633 0.92942 -0.05 -0.05 0.05 0.065
H -2.39877 -6.90435 2.47676 -0.03 0.05 0.01 0.083
H -1.48717 -5.83006 1.39849 -0.05 0.05 0.06 0.080
H -4.28496 -6.96456 0.82724 0.01 -0.03 -0.05 0.114
H -3.89855 -5.33381 1.29194 -0.04 0.20 -0.15 0.091
H -2.08207 -8.39003 -1.41944 0.01 0.01 -0.01 0.093
H -3.67831 -8.60871 -2.15992 0.15 0.05 -0.14 0.088
H -3.55160 -8.41937 -0.42520 0.15 0.04 0.07 0.067
C -9.25857 -6.23909 3.74921 0.07 0.01 -0.15 -0.065
C -8.11314 -5.96942 4.70311 -0.26 0.05 -0.03 -0.232
O -6.84197 -6.21423 4.09420 0.13 -0.21 0.21 0.010
C -6.20614 -5.31429 3.32929 -0.08 0.13 -0.20 -0.504
C -6.93169 -4.07595 2.86651 -0.03 0.26 0.35 0.022
O -5.08206 -5.54832 2.97315 -0.19 -0.07 0.39 0.089
H -9.22543 -5.57952 2.88211 -0.03 0.06 0.04 0.067
H -10.21490 -6.09656 4.25262 0.01 -0.01 0.02 0.082
H -9.20556 -7.26235 3.37749 -0.02 -0.03 0.07 0.084
H -8.14913 -4.96377 5.12369 0.02 0.03 -0.06 0.116
H -8.16580 -6.66065 5.54198 0.14 -0.04 -0.01 0.123
H -7.31638 -4.25227 1.86220 0.01 0.00 0.00 0.099
H -6.21812 -3.25732 2.83618 0.11 -0.06 -0.15 0.094
H -7.74715 -3.76735 3.51467 -0.09 -0.09 -0.07 0.069
```
Positions in Å, forces in eV/Å.

The SMILES is CC(=O)OCCCCCC(=O)O[C@@](Cl)(CCOC=O)P(O)O.CCOC(C)=O.CCOC(C)=O.CCOC(C)=O.CCOC(C)=O.CCOC(C)=O. The calculation puts the orbital gap at 9.62 eV.